Molecular formula: C3H7NO2
Method: DFT, ωB97M-V/def2-TZVPD

```
13
Properties=species:S:1:pos:R:3
O 1.325 0.797 0.793
H -0.157 -2.190 0.967
H 1.344 1.422 0.055
C 0.547 -1.603 0.369
H -0.273 -0.076 1.608
O -1.437 -0.500 -1.027
C -0.737 0.317 -0.467
H -1.302 1.719 -1.723
C 0.239 -0.104 0.637
H 0.352 -1.899 -0.667
N -0.681 1.628 -0.927
H -0.783 2.383 -0.259
H 1.563 -1.893 0.640
```

The value obtained for the total energy is -323.74662 hartree. Its energy above the lowest of the compared OMol25 structures with the same formula, charge and spin is 21.6 kcal/mol. The SMILES is C[C@@H](O)C(N)=O. Its molar mass is 89.1 g/mol. The HOMO energy is -0.3707 hartree.

Here are the natural (NBO) charges for atoms 1 to 4, given in e: O -0.715; H 0.218; H 0.481; C -0.629



Molecular formula: C11H22BN2O3
Method: DFT, ωB97M-V/def2-TZVPD

```
39
Properties=species:S:1:pos:R:3
C 1.284 -1.151 1.514
H -0.668 1.273 2.944
H 2.383 0.673 -1.212
C -1.064 -2.755 2.137
C -1.409 -3.165 0.711
C 1.392 2.385 -3.737
C -0.597 0.205 0.475
H 0.682 0.332 3.656
B -0.696 3.341 -3.855
H -2.426 -2.865 0.451
H 0.733 1.881 0.160
C -1.088 -1.259 2.443
O -2.049 1.371 -5.092
C 0.272 0.759 2.739
C 2.282 -0.368 0.676
O 2.221 1.471 -4.009
H -0.027 1.266 -1.295
H -2.061 -0.822 2.198
O -1.914 1.415 -2.771
H 1.038 -2.062 0.970
H -1.803 -3.228 2.794
H 0.990 1.447 2.298
C 0.434 0.958 -0.346
H 1.702 -1.422 2.488
H 2.677 0.486 1.234
H 1.366 -0.762 -1.237
N 0.574 3.092 -3.014
H -0.947 -1.146 3.523
H -1.419 0.868 0.759
H -1.356 4.142 -3.241
C 1.654 0.104 -0.629
H 3.139 -1.012 0.450
H -0.726 -2.746 -0.030
C -1.596 1.962 -3.919
H -1.008 -0.620 -0.106
H -1.345 -4.253 0.618
H -0.105 -3.191 2.432
H -0.509 3.775 -4.945
N -0.011 -0.382 1.766
```

The value obtained for the total energy is -792.31823 hartree. Its energy above the lowest of the compared OMol25 structures with the same formula, charge and spin is 73.5 kcal/mol. Its net charge is -1. Its molar mass is 241.1 g/mol. The HOMO energy is -0.0588 hartree.

Here are the natural (NBO) charges for atoms 1 to 4, given in e: C -0.210; H 0.229; H 0.257; C -0.424



Molecular formula: C2H8Cl2N4S2
Method: DFT, ωB97M-V/def2-TZVPD

```
18
Properties=species:S:1:pos:R:3
C 1.692 -0.134 0.294
H -2.415 0.538 1.505
H 2.509 -1.013 1.895
H -1.673 0.815 -1.799
S -0.972 -1.762 0.502
S 0.864 -1.456 -0.602
H 2.624 0.598 1.795
H -2.157 1.596 0.178
C -1.852 -0.375 -0.128
H -1.805 -0.873 -2.193
N 2.039 -0.194 1.660
H 1.947 1.763 0.105
Cl -3.743 -1.104 -0.150
H 1.155 1.056 -1.186
Cl 3.686 -1.068 -0.770
N 1.455 1.013 -0.286
N -1.453 -0.168 -1.500
N -1.900 0.769 0.680
```

The value obtained for the total energy is -2016.77245 hartree. Its energy above the lowest of the compared OMol25 structures with the same formula, charge and spin is 20.1 kcal/mol. Its molar mass is 223.2 g/mol. The HOMO energy is -0.3227 hartree.

Here are the natural (NBO) charges for atoms 1 to 4, given in e: C 0.417; H 0.405; H 0.412; H 0.369



Molecular formula: C18H62F3N28O16
Method: DFT, ωB97M-V/def2-TZVPD

```
127
Properties=species:S:1:pos:R:3
C 2.451 1.326 -3.697
H -0.667 2.913 1.378
H 0.134 -5.172 3.505
N -1.728 0.844 2.481
H 1.273 -2.426 -3.454
F -0.139 -1.611 2.237
N 2.257 0.485 2.624
H 2.421 0.452 3.613
H -2.988 -2.605 -1.961
H -0.880 0.178 -2.095
H -1.945 0.096 -0.731
H 2.469 2.666 0.322
H -2.650 5.200 -4.978
H 1.771 0.367 -2.043
C 2.595 -4.642 -1.612
H 0.012 6.336 0.453
N -3.693 -3.311 -1.822
F -0.322 -3.285 0.945
C -1.255 1.953 3.156
H 3.340 2.631 -5.028
N 0.240 6.031 1.392
H -4.265 -0.815 -1.462
N 0.634 -4.291 3.519
H -0.579 -8.353 -0.167
H 0.985 -1.238 5.951
H 0.122 -5.349 1.131
H 0.500 -3.649 2.754
H -3.379 -4.259 -1.867
N 1.931 4.908 2.505
H 2.454 4.030 2.494
N 2.233 -4.545 -0.304
H -1.826 0.070 3.149
N 2.151 1.243 -2.367
H -1.373 0.764 1.543
O 6.416 -0.552 0.344
H -3.549 1.129 1.750
H -6.121 1.017 -0.580
N -4.237 0.992 1.000
H 0.107 -1.740 -1.116
H -2.148 -1.322 7.041
N 0.528 -1.825 -3.760
H 0.064 6.603 2.197
H 2.700 -2.556 -1.527
H -0.321 -4.133 -2.953
H 2.958 -3.281 -3.072
C 1.950 -4.484 3.911
N 0.442 -0.975 5.151
H 1.839 -3.673 0.020
C -0.904 -1.069 5.396
H -0.450 3.761 2.875
H 0.316 7.208 -1.511
N -1.663 5.397 -5.044
H -0.470 -6.059 -0.347
H 0.583 -0.856 -4.027
C -4.913 -2.851 -1.401
O 3.327 2.484 2.617
H -4.837 0.186 1.048
O -1.224 -6.888 2.520
H 2.563 -2.932 2.616
H 3.392 -1.277 1.006
O 2.267 0.390 -4.460
N 4.392 -1.180 1.142
O -2.078 7.722 -1.261
O 0.115 0.126 -0.253
N -5.584 1.861 -0.655
H -5.953 2.642 -1.163
C -4.663 2.103 0.323
H -0.334 2.570 -0.495
H 1.943 -0.286 2.055
H -0.667 2.340 -2.212
H -5.918 -1.167 -1.135
H 5.124 -0.473 -1.878
H 0.170 5.486 -1.676
H 0.732 -0.868 4.200
N 2.799 -3.537 3.387
H -1.164 -9.155 1.271
O 1.590 4.594 0.267
O 3.050 -5.633 -2.156
H 1.590 1.115 0.405
N -2.352 5.489 -1.697
C -0.837 -7.098 1.389
H -1.961 2.499 -1.073
C 0.426 -1.292 -0.154
C -0.418 -1.930 0.958
O -1.649 -1.597 -4.345
H 0.849 5.387 -4.921
C -0.916 4.334 -4.535
O -1.432 3.314 -4.122
N 4.588 -0.674 -1.057
H 1.690 5.364 3.364
C 5.235 -0.787 0.149
O -1.756 -0.981 4.526
C -0.727 -2.319 -4.001
N 0.427 4.548 -4.573
H 1.028 3.798 -4.265
H 3.529 3.033 -3.424
N -1.214 -1.149 6.722
N 2.964 2.538 -4.099
N -0.735 2.940 2.376
O -4.245 3.229 0.551
C -1.610 6.615 -1.451
N -4.975 -1.494 -1.253
O -1.275 2.065 4.374
N 2.638 -3.368 -2.121
H 3.590 -0.794 -1.047
N -0.184 -6.148 0.611
H -1.434 6.298 -4.648
N 2.338 1.741 0.702
H 4.795 -1.250 2.057
N -0.930 -8.320 0.773
H -0.559 -0.896 7.438
H -3.298 5.539 -1.361
C 2.694 1.617 2.001
F -1.706 -1.579 0.789
H -1.897 4.591 -1.749
C 1.329 5.174 1.318
C -0.999 0.522 -1.056
N -0.260 6.385 -1.542
C -0.972 2.046 -1.208
O 1.728 -1.393 0.098
O 2.318 -5.426 4.581
H 2.766 1.706 -1.715
N -0.913 -3.607 -3.568
H 3.797 -3.622 3.475
H 2.181 -5.402 0.219
H -1.842 -3.953 -3.738
O -5.846 -3.599 -1.167
```

The value obtained for the total energy is -3760.39994 hartree. Its energy above the lowest of the compared OMol25 structures with the same formula, charge and spin is 0.0 kcal/mol. Its net charge is -1. Its molar mass is 983.9 g/mol. The HOMO energy is -0.2743 hartree.

Here are the Löwdin charges for atoms 1 to 4, given in e: C -0.647; H 0.061; H 0.080; N 0.142



Molecular formula: CH4N2O3
Method: DFT, ωB97M-V/def2-TZVPD

```
10
Properties=species:S:1:pos:R:3
H 0.080 1.874 0.407
O 0.727 1.294 0.057
H 0.705 -1.783 -0.331
H -1.618 0.239 -0.396
C 0.981 -0.830 -0.010
H 1.896 -0.688 0.417
O -2.458 0.665 -0.100
N -3.608 -0.056 0.163
N 0.145 0.077 -0.233
O -4.595 0.603 0.293
```

The spin multiplicity is 3. The value obtained for the total energy is -375.47333 hartree. Its energy above the lowest of the compared OMol25 structures with the same formula, charge and spin is 54.6 kcal/mol. The expectation value of S² is 2.01. Its molar mass is 92.1 g/mol. The HOMO energy (spin up / spin down) is -0.2793 / -0.4040 hartree.

Here are the natural (NBO) charges for atoms 1 to 4, given in e: H 0.480; O -0.568; H 0.186; H 0.510



Molecular formula: C10H11BNO2P
Method: DFT, ωB97M-V/def2-TZVPD

```
26
Properties=species:S:1:pos:R:3
C -0.675 0.657 -1.992
C 1.980 4.468 -0.423
H -1.270 1.237 -2.792
C 0.260 1.265 -1.092
H 1.370 1.211 0.703
H 2.287 4.717 -1.481
H 2.778 4.660 0.230
H -1.981 -4.706 -0.022
P -2.062 -3.446 -0.925
B -0.226 -3.618 2.826
H -0.983 -4.417 2.648
O 0.427 3.399 -2.127
H -3.343 -3.004 -0.512
H 0.363 -3.589 3.874
N -1.192 -2.425 0.001
C 0.674 0.674 0.119
C -1.081 -0.645 -1.650
C 0.748 2.667 -1.250
H 1.029 -0.661 2.616
O 1.556 3.128 -0.274
C 0.429 -1.177 1.801
H -1.746 -1.240 -2.301
H 1.139 5.083 -0.243
C -0.654 -1.234 -0.416
C -0.036 -2.394 2.163
C 0.210 -0.609 0.519
```

The value obtained for the total energy is -958.92610 hartree. Its energy above the lowest of the compared OMol25 structures with the same formula, charge and spin is 25.1 kcal/mol. Its molar mass is 219.0 g/mol. The HOMO energy (spin up / spin down) is -0.2828 / -0.2828 hartree.

Here are the natural (NBO) charges for atoms 1 to 4, given in e: C -0.106; C -0.255; H 0.253; C -0.226